Entry 1:
{
  "formula": "C21H36O2PZr",
  "method": "the ωB97M-V functional and the def2-TZVPD basis",
  "species": ["C", "C", "C", "P", "C", "C", "C", "C", "O", "C", "C", "C", "O", "C", "C", "C", "C", "C", "C", "C", "C", "C", "C", "C", "H", "H", "H", "H", "H", "H", "H", "H", "H", "H", "H", "H", "H", "H", "H", "H", "H", "H", "H", "H", "H", "H", "H", "H", "H", "H", "H", "H", "H", "H", "H", "H", "H", "H", "H", "H", "Zr"],
  "xyz": [[0.132, 3.743, 1.541], [0.118, 2.695, 0.516], [-0.196, 1.195, 0.921], [0.176, -0.175, -0.341], [1.040, -1.352, 0.933], [0.703, -1.586, 2.283], [-0.700, 0.722, -1.814], [-2.061, 1.478, -1.512], [-2.889, 1.354, -2.706], [-3.402, 2.643, -3.130], [-3.988, 2.450, -4.642], [-1.411, -1.203, 0.083], [-1.085, -2.630, -0.064], [-1.964, -3.452, 0.744], [-3.530, -3.121, 0.637], [-4.022, -2.439, 2.028], [1.903, 0.538, -0.874], [3.056, 0.444, 0.202], [3.271, 1.426, 1.405], [4.457, 1.331, 2.421], [5.545, 0.239, 2.309], [5.362, -0.785, 1.101], [4.172, -0.675, 0.076], [4.189, -1.794, -1.072], [1.092, 3.919, 2.153], [-0.777, 4.414, 1.690], [0.311, 3.044, -0.567], [-1.330, 1.162, 1.161], [0.310, 1.098, 1.957], [0.440, -1.248, -1.313], [1.872, -2.031, 0.507], [1.436, -2.098, 3.020], [-0.337, -1.364, 2.728], [-0.019, 1.453, -2.384], [-0.954, -0.087, -2.603], [-2.652, 1.152, -0.596], [-1.888, 2.620, -1.388], [-2.621, 3.471, -3.212], [-4.283, 2.986, -2.485], [-4.062, 1.347, -4.907], [-5.023, 2.926, -4.659], [-3.322, 3.015, -5.396], [-1.816, -0.981, 1.128], [-2.258, -1.065, -0.666], [-1.839, -4.542, 0.380], [-1.585, -3.436, 1.826], [-3.821, -2.514, -0.289], [-4.111, -4.114, 0.561], [-3.093, -2.110, 2.617], [-4.548, -3.243, 2.664], [-4.670, -1.512, 1.873], [1.870, 1.603, -1.275], [2.271, -0.084, -1.780], [2.567, 2.296, 1.578], [4.568, 2.113, 3.259], [6.411, 0.203, 3.055], [6.151, -1.614, 1.019], [5.305, -2.037, -1.248], [3.711, -2.741, -0.651], [3.784, -1.455, -2.076], [4.034, -1.592, 3.276]],
  "total_charge": 3,
  "e_homo_ha": -0.60923,
  "gap_ev": 3.858,
  "molar_mass_da": 442.71
}

Entry 2:
{
  "formula": "ClH10MgO5",
  "method": "the ωB97M-V functional and the def2-TZVPD basis",
  "species": ["Mg", "Cl", "O", "H", "H", "O", "H", "H", "O", "H", "H", "O", "H", "H", "O", "H", "H"],
  "xyz": [[-1.748, 2.366, 1.078], [-0.243, 0.632, 0.502], [-1.592, -1.589, -1.877], [-1.052, -0.864, -1.541], [-1.821, -1.332, -2.779], [1.716, -1.880, 0.845], [2.186, -1.986, 0.008], [1.243, -1.044, 0.761], [-0.150, 3.554, 1.695], [0.690, 3.068, 1.790], [0.011, 4.432, 2.079], [-1.340, -2.432, 0.932], [-0.697, -1.708, 0.957], [-1.355, -2.775, 1.833], [1.761, 0.542, -2.190], [1.013, 0.421, -2.785], [1.376, 0.597, -1.308]],
  "total_charge": 1,
  "e_homo_ha": -0.48249,
  "gap_ev": 5.429,
  "molar_mass_da": 149.83
}